{"formula": "C36H73NO13", "method": "ωB97M-V with the def2-TZVPD basis set", "species": ["C", "C", "O", "N", "H", "H", "C", "H", "H", "H", "H", "H", "H", "O", "H", "C", "C", "C", "O", "H", "H", "H", "H", "H", "H", "H", "H", "C", "C", "C", "O", "H", "H", "H", "H", "H", "H", "H", "H", "C", "C", "C", "O", "H", "H", "H", "H", "H", "H", "H", "H", "C", "C", "C", "O", "H", "H", "H", "H", "H", "H", "H", "H", "C", "C", "C", "O", "H", "H", "H", "H", "H", "H", "H", "H", "C", "C", "C", "O", "H", "H", "H", "H", "H", "H", "H", "H", "C", "C", "C", "O", "H", "H", "H", "H", "H", "H", "H", "H", "C", "C", "C", "O", "C", "C", "C", "O", "H", "H", "H", "H", "C", "C", "C", "O", "C", "C", "C", "O", "H", "H", "H", "H"], "xyz": [[-0.2688, 0.8537, 0.6952], [0.6651, -0.0581, 1.6078], [1.0277, 0.2572, 2.7343], [1.0630, -1.4644, 1.1591], [1.0155, -2.1386, 1.8377], [0.5875, -1.7599, 0.3143], [2.3595, -1.5287, 0.5926], [-0.3310, 1.9894, 1.3190], [-1.2835, 0.1061, 0.6982], [0.1137, 0.9948, -0.3214], [2.3563, -0.5253, 0.0931], [2.4212, -2.3803, -0.0891], [3.0654, -1.4037, 1.1798], [-0.2773, -2.5530, -0.7366], [-0.7245, -2.0708, -1.3159], [1.4210, -6.6676, -1.4821], [1.8815, -5.3186, -0.9341], [3.3888, -5.3299, -0.8362], [1.4165, -4.3959, -1.8425], [0.4582, -6.4467, -1.4410], [1.6123, -7.3742, -0.6323], [1.9718, -6.8958, -2.4342], [1.2711, -5.1069, -0.0186], [3.8115, -5.7653, 0.1826], [3.8824, -4.4449, -0.8729], [4.0757, -5.9883, -1.4110], [0.7300, -3.7139, -1.2986], [-0.7449, 2.3104, 5.1056], [-2.1420, 1.6317, 5.5302], [-3.2325, 2.2333, 4.7297], [-1.8383, 0.3639, 5.1286], [-0.4646, 2.2816, 4.0949], [0.1926, 1.8897, 5.4990], [-0.8742, 3.3682, 5.4285], [-2.3273, 1.7107, 6.5529], [-2.9716, 1.7619, 3.7117], [-3.2030, 3.1330, 4.5532], [-4.2994, 2.1181, 5.0767], [-2.2231, 0.2405, 4.2959], [2.0897, 5.0812, -3.3167], [0.9811, 5.2250, -2.3280], [0.8426, 3.8937, -1.5256], [1.3232, 6.1777, -1.3873], [2.1296, 4.2159, -4.0108], [3.0768, 5.2586, -3.1917], [1.8767, 5.9135, -4.0764], [-0.0147, 5.5161, -2.8884], [-0.0636, 4.1452, -0.9598], [1.7411, 3.6052, -1.1738], [0.4576, 2.9558, -1.9694], [1.3953, 7.0414, -1.8997], [0.2586, -5.1393, 3.3635], [0.8714, -4.0958, 4.1864], [2.4073, -4.2113, 4.1304], [0.5240, -2.8518, 3.5158], [-0.8867, -4.9723, 3.1717], [0.2052, -6.1142, 3.9602], [0.8546, -5.3124, 2.3791], [0.5162, -4.2910, 5.0534], [3.0368, -3.4785, 4.5999], [2.6137, -3.9988, 3.1865], [2.7479, -5.2844, 4.4222], [-0.3492, -2.6042, 3.7818], [5.4036, -0.1738, -2.2906], [5.6506, -1.3119, -3.2663], [6.2884, -0.6869, -4.6583], [6.4480, -2.3455, -2.6447], [4.9594, -0.6815, -1.2750], [4.5849, 0.4739, -2.8370], [6.3643, 0.4983, -2.1380], [4.5948, -1.6855, -3.3884], [6.4848, -1.4643, -5.5727], [7.2627, -0.2764, -4.3140], [5.6423, -0.0374, -5.0952], [6.3964, -3.1854, -3.1849], [-2.7825, -3.6876, 2.2708], [-3.6119, -2.6467, 1.6014], [-4.4646, -1.8574, 2.5038], [-2.6365, -1.7872, 0.8874], [-2.2993, -4.2872, 1.6447], [-3.5474, -4.4537, 2.7203], [-2.0160, -3.2422, 3.1528], [-4.0390, -3.0689, 0.7047], [-5.2727, -1.2714, 1.9786], [-4.0790, -1.3372, 3.2749], [-4.9968, -2.6819, 2.9930], [-2.0889, -2.3329, 0.3390], [-0.9618, 0.2367, -3.6622], [0.4430, -0.3230, -3.4373], [1.6470, 0.5363, -4.1162], [0.7797, -0.3577, -2.0367], [-1.2005, 1.1274, -3.4114], [-1.7238, -0.3722, -3.2985], [-1.0728, 0.2658, -4.7942], [0.5122, -1.3863, -3.7772], [2.6127, 0.0398, -3.8184], [1.7181, 1.6134, -3.8222], [1.5151, 0.4102, -5.0507], [0.2720, -1.1346, -1.6519], [-5.0061, 0.6325, -2.2045], [-4.2384, 0.9278, -0.9762], [-3.1585, 2.1674, -1.1489], [-2.4906, 2.5313, -0.2151], [-3.1252, 2.7997, -2.4143], [-3.9649, 2.4004, -3.5494], [-4.9711, 1.3050, -3.4813], [-5.6598, 1.1097, -4.4404], [-5.7692, 0.0870, -2.0624], [-4.4646, 0.5332, -0.0342], [-2.2701, 3.4893, -2.7455], [-3.8823, 3.0224, -4.5333], [-1.8726, 7.2440, 0.5135], [-0.8285, 6.5670, 1.4024], [-1.0568, 5.2016, 1.9928], [-0.1958, 4.5996, 2.5403], [-2.4324, 4.7580, 1.7579], [-3.4928, 5.4009, 1.0348], [-3.2652, 6.6492, 0.2790], [-4.2083, 7.1953, -0.4022], [-1.5626, 8.0957, 0.0317], [0.1067, 6.9548, 1.5280], [-2.8441, 3.6999, 2.1892], [-4.3505, 4.9148, 0.9313]], "forces_ev_per_a": [[-0.87, -0.54, 2.95], [0.10, 1.38, 2.23], [-0.74, -0.82, -2.72], [-0.33, 2.92, -0.57], [-1.12, -1.90, 2.96], [-2.76, -0.89, -1.16], [-3.93, 1.91, -6.74], [-0.15, -3.78, -1.91], [2.37, 2.54, -0.12], [-0.16, -0.26, 0.24], [0.70, -1.15, -1.00], [0.21, 0.32, 0.00], [6.56, 0.24, 6.11], [3.12, -3.17, 4.10], [-3.72, 2.45, -3.98], [4.54, -0.85, 1.94], [0.11, -1.09, -0.53], [1.77, -3.30, 3.42], [-2.01, 3.72, 0.70], [-4.71, -0.19, -1.18], [0.07, -0.15, -1.11], [-1.08, 0.07, 0.92], [1.26, -0.52, 0.21], [-1.39, 0.89, -1.22], [0.94, 3.25, -0.23], [-1.44, 0.04, -0.88], [1.62, -1.44, -2.13], [-1.22, 2.05, 2.83], [3.90, 2.15, -2.11], [-1.64, -9.16, -0.45], [-0.32, -3.37, 1.86], [-0.77, -0.02, -1.89], [-0.77, -0.14, 0.92], [0.81, -0.27, -0.34], [0.00, -0.17, 1.88], [-1.37, 0.65, 0.87], [1.09, 9.66, -1.37], [1.05, -0.86, -0.39], [-0.77, -0.59, -1.86], [-2.73, 1.13, -5.11], [-0.70, -2.72, -0.92], [-4.83, 1.33, -2.07], [-0.07, 2.77, -0.22], [-0.79, -0.05, 0.74], [3.10, 0.54, 2.13], [0.30, -0.78, 0.53], [1.69, -0.73, 1.05], [0.91, -0.35, 1.55], [2.80, -0.40, 2.33], [0.26, 0.68, -1.14], [0.00, -1.47, 1.19], [-1.74, -3.40, -1.81], [3.29, 1.45, -5.99], [-0.94, -2.42, 3.61], [1.13, -0.16, 1.01], [2.43, 0.00, 0.12], [0.53, 0.95, -0.92], [-1.34, 0.20, 1.52], [-2.45, 0.30, 6.43], [-0.29, 0.37, 1.25], [1.11, 0.13, -4.70], [-0.54, 1.92, -0.61], [-0.76, 0.42, 0.28], [-0.30, 0.84, 0.89], [-0.48, -0.09, -1.43], [2.02, -4.86, 1.37], [-0.30, -0.43, -1.28], [1.21, 1.69, -2.37], [1.53, -1.02, 1.51], [-1.99, -1.41, 0.09], [1.04, -0.15, -0.59], [-0.31, 1.36, 2.57], [-0.66, 0.04, -0.66], [-1.78, 2.44, -0.83], [-0.01, 1.59, 0.78], [-2.33, 0.96, 6.00], [3.55, 1.17, -2.16], [-3.91, -2.10, -2.52], [-0.97, 1.51, 1.34], [2.63, -1.97, -2.90], [1.40, 1.34, -0.02], [-2.47, -1.20, -2.50], [-1.52, -0.60, 0.43], [1.03, -0.38, 0.43], [2.04, 1.94, 2.21], [-0.51, 0.29, 0.24], [0.95, -0.69, -0.66], [2.68, -5.08, -4.73], [1.85, 1.14, 0.83], [0.10, -0.66, 7.38], [-1.01, -0.69, 0.14], [-0.66, 6.36, 2.30], [-1.21, -1.53, 0.69], [-0.17, -0.26, 1.04], [-0.12, 0.89, -0.28], [-0.99, 0.44, -0.22], [-0.47, -0.93, -0.12], [-0.62, -0.39, -6.97], [1.45, 1.14, -0.30], [6.53, 3.78, 5.20], [-0.59, 2.55, -7.49], [-1.90, -2.94, 1.92], [0.16, 0.00, 0.24], [-1.32, -0.04, -7.27], [3.13, 2.98, 2.38], [2.15, 2.04, 0.36], [-1.08, -0.89, -0.56], [-5.44, -4.59, 0.85], [-0.11, -0.69, 1.15], [-1.45, -0.75, 1.24], [-0.10, -1.48, 1.89], [2.96, -4.97, 4.24], [-6.71, 1.20, -4.07], [-1.68, 2.73, -1.74], [1.20, -1.29, 0.93], [-5.86, -2.11, -0.73], [7.38, 0.28, 1.94], [-1.83, 1.96, -0.83], [3.91, -1.87, 2.30], [0.38, 2.01, -1.04], [2.30, 1.30, 0.14], [1.66, 2.64, -0.87], [-3.69, -1.85, -0.33]], "energy_ev": -66602.8729, "e_above_lowest_kcal_mol": 52.8, "total_charge": 0}